[1]
DFT (the ωB97M-V functional and the def2-TZVPD basis) results for C24H41F3O3P2SYb as an isolated structure.

Element x y z (Å)
Yb 0.008 2.404 -1.728
C -0.911 -2.088 2.986
C 0.405 -2.406 2.540
C 0.574 -0.715 4.072
C -0.801 -1.049 3.939
C 1.321 -1.545 3.202
C -2.159 -2.732 2.543
H -2.253 -2.771 1.450
H -3.024 -2.180 2.919
H -2.227 -3.765 2.906
C -1.893 -0.401 4.688
H -2.857 -0.844 4.430
H -1.927 0.670 4.455
H -1.730 -0.496 5.771
C 1.118 0.313 4.979
H 0.787 0.116 6.011
H 0.749 1.309 4.686
H 2.215 0.315 4.940
C 2.780 -1.550 3.001
H 3.238 -2.410 3.501
H 3.201 -0.637 3.415
H 3.041 -1.590 1.933
C 0.761 -3.437 1.541
H 1.109 -4.353 2.047
H 1.580 -3.107 0.880
H -0.093 -3.732 0.897
C -1.589 1.900 -3.089
C -1.816 0.578 -3.292
C -1.515 -0.093 -4.600
C -0.009 -0.176 -4.942
C 0.920 0.062 -3.817
C 1.305 1.274 -3.268
C 0.894 2.641 -3.777
C -0.650 2.779 -3.912
H -2.063 0.386 -5.433
H 0.175 0.445 -5.824
H -1.898 -1.118 -4.587
H -0.879 2.727 -4.981
H -2.225 2.509 -2.405
H -2.576 0.039 -2.749
H -0.911 3.817 -3.649
H 1.277 3.449 -3.072
H 2.381 1.245 -3.015
H 1.346 2.898 -4.746
H 0.168 -1.206 -5.314
H 1.525 -0.836 -3.628
P -0.925 -1.850 -0.347
C -2.326 -0.651 -0.142
C -1.288 -2.516 -2.037
P 2.093 -0.470 0.071
C 0.450 -0.702 -0.913
C 3.287 -1.127 -1.183
C 2.408 1.308 -0.181
H -2.437 -0.304 0.890
H -3.220 -1.192 -0.439
H -2.169 0.227 -0.775
H -0.795 -1.898 -2.795
H -2.365 -2.486 -2.232
H -0.926 -3.549 -2.105
H 2.078 1.646 -1.159
H 3.478 1.453 -0.254
H 2.037 1.941 0.629
H 0.004 0.192 -1.366
H 0.796 -1.236 -1.815
H 4.265 -1.274 -0.728
H 3.423 -0.446 -2.046
H 2.964 -2.095 -1.565
F -2.211 4.514 3.442
C -1.071 3.846 3.171
F -0.024 4.593 3.597
F -1.048 2.696 3.918
S -0.885 3.299 1.374
O -2.097 2.521 1.135
O -0.687 4.471 0.503
O 0.319 2.449 1.451

As for the expectation value of S²: 0.766. As for the gap between HOMO and LUMO (spin up / spin down): 4.31 / 4.21 eV. As for the spin multiplicity: 2. As for the energy above the lowest of the compared OMol25 structures with the same formula, charge and spin: 146.98 kJ/mol. As for the LUMO energy (spin up / spin down): -4.32 / -4.32 eV. Its total charge is +1. The highest occupied orbital energy (spin up / spin down) comes out at -0.31717 / -0.31351 Ha.



[2]
DFT (the ωB97M-V functional and the def2-TZVPD basis) results for C24H41KNO6P3S4 as an isolated structure.

Element x y z (Å)
K 2.718 -0.890 -0.675
O 4.006 -2.789 0.488
S 2.821 -3.540 1.001
O 3.037 -4.988 0.900
O 2.509 -3.113 2.379
O 1.647 -3.145 0.118
C 3.339 -4.990 -2.396
P 2.659 -3.428 -3.060
C 2.855 -3.754 -4.873
C 0.856 -3.793 -2.900
C -0.062 -2.770 -3.578
P 0.152 -1.030 -2.981
C -0.570 -1.204 -1.298
C -1.256 -0.251 -3.864
H 2.891 -5.858 -2.890
H 3.159 -5.038 -1.317
H 4.420 -5.005 -2.552
H 2.390 -4.701 -5.165
H 3.919 -3.797 -5.117
H 2.414 -2.946 -5.459
H 0.677 -3.834 -1.822
H 0.665 -4.793 -3.309
H -1.111 -3.052 -3.429
H 0.109 -2.757 -4.660
H -1.582 -1.620 -1.337
H -0.615 -0.220 -0.824
H 0.062 -1.857 -0.689
H -2.181 -0.812 -3.701
H -1.046 -0.217 -4.935
H -1.408 0.778 -3.530
N 1.522 0.636 1.320
S 1.400 -0.015 2.753
C 1.196 1.294 3.982
C 1.281 0.970 5.330
C 1.158 1.968 6.283
C 0.964 3.288 5.887
C 0.904 3.605 4.538
C 1.027 2.606 3.580
C -0.231 -0.769 2.915
C -0.357 -2.004 2.288
C -1.601 -2.619 2.271
C -2.695 -2.019 2.879
C -2.554 -0.789 3.506
C -1.320 -0.153 3.520
H 0.663 1.135 1.081
H 1.431 -0.062 5.626
H 1.216 1.719 7.335
H 0.867 4.068 6.632
H 0.757 4.632 4.226
H 1.000 2.838 2.522
H 0.506 -2.479 1.825
H -1.701 -3.578 1.777
H -3.662 -2.507 2.861
H -3.407 -0.309 3.970
H -1.224 0.818 3.988
C 0.767 2.741 -2.172
C 0.642 4.079 -1.461
C 0.806 3.952 0.046
O -0.556 4.810 -1.753
P -2.066 4.256 -1.937
S -3.293 5.635 -1.250
S -2.331 3.567 -3.766
O -1.982 3.006 -0.881
C -3.141 2.440 -0.263
C -3.802 1.429 -1.184
C -2.666 1.806 1.029
H 1.779 2.355 -2.018
H 0.581 2.849 -3.240
H 0.056 2.015 -1.777
H 1.432 4.735 -1.839
H -0.002 3.342 0.451
H 0.759 4.938 0.512
H 1.763 3.481 0.287
H -3.835 3.258 -0.046
H -3.094 0.636 -1.437
H -4.126 1.904 -2.109
H -4.665 0.981 -0.683
H -1.962 0.994 0.826
H -3.507 1.383 1.583
H -2.172 2.547 1.662

As for the gap between HOMO and LUMO: 6.40 eV. As for the energy above the lowest of the compared OMol25 structures with the same formula, charge and spin: 18.94 kJ/mol. As for the LUMO energy: 3.83 eV. Its total charge is -2. The highest occupied orbital energy comes out at -0.09457 Ha.